1.
Entry from OMol25: a molecular structure, C19H14ClIN4O5PdS (ωB97M-V with the def2-TZVPD basis set).

```
46
Properties=species:S:1:pos:R:3:forces:R:3:mulliken_charge:R:1
Pd 0.53216 -1.54850 0.75887 -0.1642 0.1011 0.3875 -0.08
Cl -4.85656 -1.89793 5.03952 0.0223 0.0054 -0.0248 -0.24
C -3.82846 -1.46601 3.71304 -0.0441 0.0024 0.0101 0.41
C -4.38065 -0.94337 2.58523 0.0477 -0.0015 0.0099 -0.58
C -3.56185 -0.53043 1.50302 -0.0126 0.0165 0.0134 -0.68
I -4.61135 0.20759 -0.13829 -0.0292 -0.0190 -0.0201 0.14
C -2.20165 -0.67165 1.56788 0.0502 -0.0794 -0.0583 0.16
O -1.48040 -0.06682 -0.95305 -0.0119 0.0944 0.0329 -0.53
C -1.65028 -1.35730 2.68712 -0.0872 0.0965 -0.0889 1.08
N -0.33491 -1.71585 2.62257 0.0894 0.1547 -0.2103 -0.33
C 0.23479 -2.29376 3.65229 0.0183 -0.1135 0.1080 -0.16
C -0.45983 -2.59387 4.83688 -0.0026 0.0175 -0.0525 -0.77
C -1.79524 -2.32172 4.90328 -0.0304 0.0507 -0.0997 -0.68
C -2.43373 -1.70711 3.80141 0.0298 -0.0748 0.1649 0.35
H -5.45281 -0.82659 2.51941 0.0043 0.0233 -0.0075 0.40
H 1.28037 -2.55164 3.54086 0.0112 0.0252 0.0195 0.38
H 0.06507 -3.05566 5.66017 0.0020 -0.0118 -0.0105 0.40
H -2.37489 -2.57646 5.77943 -0.0034 0.0001 -0.0050 0.42
S -0.98021 0.05736 0.42674 0.2287 -0.6208 -0.0274 0.87
C -2.08592 2.20596 0.63429 -0.2269 0.1678 0.2219 -0.31
N -2.16458 3.12948 1.59459 -0.0091 0.1997 -0.0765 -0.11
C -1.95774 4.51035 1.12891 0.0304 -0.0261 0.0059 -0.47
C -1.85757 4.31124 -0.39556 0.0128 -0.0193 0.0103 -0.48
N -1.88310 2.84845 -0.50679 0.0118 0.0572 -0.0604 0.00
H -2.29969 2.89957 2.56107 0.0135 -0.0289 -0.0140 0.17
H -1.03994 4.92672 1.54647 -0.0064 0.0039 0.0028 0.28
H -2.79094 5.15218 1.41158 -0.0051 0.0047 -0.0101 0.28
H -0.93491 4.72079 -0.80461 -0.0073 0.0070 -0.0035 0.28
H -2.70052 4.75583 -0.92585 -0.0064 0.0020 0.0049 0.28
H -1.80069 2.34302 -1.37426 0.0088 -0.0283 0.0263 0.22
O 3.13463 -0.60458 -0.12797 0.2219 0.0735 0.3748 -0.69
C 2.52343 -1.02118 -1.10074 -0.0388 0.0000 -0.3380 0.69
O 1.34368 -1.52861 -1.08564 -0.1502 -0.0906 -0.2489 -0.82
C 3.15164 -0.95315 -2.47386 0.0323 0.0120 -0.0137 0.11
C 4.45091 -0.47347 -2.59521 0.0039 -0.0018 -0.0244 -0.48
C 5.05308 -0.39119 -3.83922 -0.0158 0.0077 0.0353 -0.40
C 4.32653 -0.79403 -4.94532 0.0132 0.0419 -0.0694 0.19
C 3.03275 -1.27496 -4.85574 -0.0069 0.0078 0.0158 -0.56
C 2.44622 -1.35304 -3.60353 0.0000 -0.0063 -0.0042 -0.35
N 4.95822 -0.70425 -6.27772 0.0000 -0.1698 0.1049 1.00
O 4.30975 -1.07284 -7.23596 -0.0356 0.0443 -0.0543 -0.61
O 6.09664 -0.28629 -6.33642 0.0362 0.0747 -0.0205 -0.61
H 4.97289 -0.16640 -1.69959 -0.0032 -0.0058 0.0007 0.46
H 6.06030 -0.02354 -3.96332 0.0004 0.0004 -0.0048 0.47
H 2.50865 -1.57587 -5.75007 0.0045 0.0013 -0.0048 0.47
H 1.43672 -1.72044 -3.48591 0.0033 0.0039 0.0025 0.44
```
Positions in Å, forces in eV/Å.

Calculated values
Maximum force = 0.0129 hartree/bohr
Electronic energy = -71062.275 eV
HOMO level (spin up / spin down) = -0.2770 / -0.2771 Ha
Charge = 0


2.
Entry from OMol25: a single C9H8FN molecule in a non-equilibrium geometry (ωB97M-V with the def2-TZVPD basis set).

```
19
Properties=species:S:1:pos:R:3:forces:R:3:mulliken_charge:R:1
C 3.30148 -0.86674 -0.10544 1.6532 -0.2128 -0.0625 0.18
C 0.89622 -1.80064 0.06624 0.9590 -0.4925 -0.0925 -0.18
C -0.48114 -1.39865 0.20296 -0.6853 0.4139 0.1095 -0.24
C 1.96904 -1.04399 -0.03679 -3.0399 3.4506 0.0831 -0.40
C -1.05062 -0.18388 0.31574 0.2435 -0.4599 0.0276 0.92
C 0.24493 1.54415 -1.16348 0.4095 0.2815 -0.1625 -0.67
C -0.37621 1.12573 0.19006 0.1432 0.0801 0.4799 -0.34
C 1.07619 1.26272 0.00457 0.9841 -2.9182 -0.0531 0.39
C -2.52500 -0.09538 0.55631 -0.0791 -0.0541 -0.1379 -1.49
N 4.43724 -0.64444 -0.17289 -0.1487 -0.0265 0.0153 -0.51
F 1.88079 2.10575 0.65485 -0.3884 -0.1233 -0.3182 -0.26
H 1.03432 -2.88309 0.08722 0.1199 0.0203 -0.0069 0.38
H -1.15451 -2.24168 0.28249 -0.0860 -0.0209 0.0546 0.24
H 0.20524 0.81906 -1.96305 0.0426 -0.0818 -0.0043 0.23
H 0.13226 2.57535 -1.48133 -0.0494 0.0043 0.1173 0.31
H -0.87534 1.92525 0.73627 0.1158 0.0187 -0.1103 0.39
H -2.92855 -1.05742 0.85901 -0.0806 -0.0273 0.0085 0.39
H -3.03366 0.21660 -0.35715 -0.0890 0.0923 -0.0283 0.31
H -2.75269 0.64130 1.32441 -0.0243 0.0555 0.0808 0.35
```
Positions in Å, forces in eV/Å.

Calculated values
Maximum force = 0.0894 hartree/bohr
Energy above the lowest of the compared OMol25 structures with the same formula, charge and spin = 309.2 kJ/mol
Electronic energy = -13664.702 eV
HOMO level (spin up / spin down) = -0.3171 / -0.3144 Ha
Charge = 0


3.
Entry from OMol25: 2 unconnected molecules or ions with the total composition C3H10OS in a non-equilibrium geometry (ωB97M-V with the def2-TZVPD basis set).

```
15
Properties=species:S:1:pos:R:3:forces:R:3:mulliken_spin:R:1
C -4.61840 1.55320 1.74224 0.2916 -0.2914 0.0439 0.00
O -5.02225 0.22734 2.06288 0.1026 0.1455 -0.0272 0.00
H -5.28784 2.02828 1.03499 -0.3315 0.1595 -0.0711 0.00
H -4.61571 2.11121 2.67822 0.0592 0.0187 -0.1521 0.00
H -3.61562 1.57038 1.28947 -0.0434 0.0368 0.2382 0.00
H -5.09542 -0.27127 1.24665 -0.0845 -0.0655 -0.0389 0.00
C 3.97506 0.28036 -0.85259 -0.5778 -0.2735 0.2961 0.05
C 2.50775 0.13783 -0.35812 0.1473 -0.0323 -1.2633 -0.04
S 1.80643 -1.24431 -1.32324 0.0836 0.2028 0.4829 0.96
H 4.03166 0.28586 -1.93700 -0.0059 0.1199 -0.1110 -0.01
H 4.57874 -0.53675 -0.47777 0.2470 0.0334 0.1316 -0.01
H 4.31289 1.24372 -0.48303 0.2392 0.0150 0.0870 0.01
H 2.40254 -0.07389 0.70096 0.0457 -0.1277 0.1469 0.04
H 1.92687 0.99988 -0.66434 -0.1242 0.1528 0.3365 0.00
H 0.76418 -0.56984 -1.85280 -0.0488 -0.0939 -0.0994 -0.01
```
Positions in Å, forces in eV/Å.

Calculated values
Maximum force = 0.0247 hartree/bohr
Energy above the lowest of the compared OMol25 structures with the same formula, charge and spin = 138.3 kJ/mol
Electronic energy = -16145.876 eV
2S+1 = 2
HOMO level (spin up / spin down) = -0.4525 / -0.4525 Ha
Charge = +1


4.
Entry from OMol25: 2 unconnected molecules or ions with the total composition C20H27BN3O11P in a non-equilibrium geometry (ωB97M-V with the def2-TZVPD basis set).

```
63
Properties=species:S:1:pos:R:3:forces:R:3:mulliken_charge:R:1
C -3.20802 2.79994 2.57193 -0.1233 -0.3908 -0.0437 -1.47
C -2.01012 1.86135 2.39525 -0.4988 0.4615 -0.0379 0.08
N -2.42780 0.65011 1.71456 0.4126 0.0354 0.0994 0.02
C -1.45934 -0.02722 0.88438 -0.7031 -0.1543 -0.0555 0.13
C -1.24816 0.80559 -0.38426 -0.0074 0.0221 -0.5557 -0.31
C -2.12424 0.35985 -1.53260 -0.7405 0.1315 -0.1625 -0.39
O -3.30167 0.51324 -1.62291 0.4165 -0.1493 -0.0007 -0.59
O -1.36155 -0.17722 -2.58118 -0.0368 -0.3301 0.7860 -0.22
C -1.44158 -1.48334 -2.92759 -0.3988 -0.7310 -0.4923 0.87
C -0.22731 -1.88423 -3.71759 -0.1945 0.2891 -0.0985 -0.82
O -2.35937 -2.22309 -2.66305 0.3866 0.5229 0.2420 -0.61
O -2.15729 -1.28915 0.59704 -0.0714 0.0274 0.2174 -0.56
C -1.28704 -2.32970 0.56589 0.0155 -0.4879 -0.4039 0.25
O -1.65385 -3.47349 0.60771 0.1464 0.6180 0.0192 -0.63
C 0.09177 -1.69300 0.45110 -0.3983 -1.0093 0.2192 1.09
P 1.65520 -2.71336 0.52857 0.1930 -0.1020 0.4567 0.04
C 2.46875 -2.19817 -1.04540 -0.2950 -0.2119 0.0590 -0.98
O 1.14349 -4.24717 0.15395 0.2501 0.1855 -0.2548 -0.56
C -0.10622 -0.55602 1.48576 0.1935 0.5369 -0.5183 1.04
C -0.40965 -1.03037 2.92151 0.1552 -0.3683 0.1842 -1.29
C 0.50282 -2.08720 3.52732 0.4432 0.0875 0.1840 -0.03
C -0.03188 -3.48901 3.65775 0.0547 0.0883 -0.2374 -1.28
N 1.67969 -1.84452 3.95020 -0.4176 0.0790 0.0792 -0.81
B 1.09711 0.48853 1.38897 0.1690 0.4279 0.0703 1.46
N 1.38774 1.50721 2.37152 -0.8626 -0.1570 -0.1744 -0.76
O 1.90992 0.42710 0.28395 0.0692 -0.7964 0.3764 -0.62
H -3.07440 3.48250 3.40945 0.0875 0.1559 -0.0485 0.44
H -3.39125 3.35130 1.65316 -0.0055 0.1046 -0.0120 0.31
H -4.09873 2.19888 2.76271 -0.0582 0.0262 0.1036 0.32
H -1.57280 1.67780 3.38475 0.1893 -0.1253 -0.0163 0.14
H -1.27794 2.38285 1.78080 0.1900 -0.1133 0.0587 0.26
H -2.89666 -0.00283 2.32484 -0.0010 -0.0352 0.0436 0.47
H -1.54586 1.84009 -0.21966 0.2336 0.0833 0.0402 0.52
H -0.22364 0.80438 -0.75022 0.0711 0.1428 0.0544 0.13
H 0.46724 -2.40685 -3.06038 -0.0520 -0.1379 0.0234 -0.05
H 0.28791 -1.01038 -4.12208 0.0878 0.1481 -0.1011 0.19
H -0.56037 -2.55089 -4.50797 0.1128 -0.1607 -0.0119 0.44
H 0.05630 -1.30095 -0.56796 0.1606 0.4539 0.0779 -0.98
H 1.89072 -1.48715 -1.63051 0.1391 0.2047 0.0419 0.21
H 3.43394 -1.77505 -0.78316 0.0646 0.1163 -0.2189 0.32
H 2.63040 -3.08407 -1.66278 0.1470 -0.0715 0.0348 0.43
H 0.96498 -4.32705 -0.79086 -0.3147 -0.1373 0.0683 0.32
H -0.37409 -0.18639 3.61237 -0.0359 0.1637 -0.1276 0.69
H -1.43092 -1.40799 2.96893 -0.0441 -0.0461 -0.0344 0.56
H 0.40758 -4.09664 2.86381 -0.0414 -0.0773 -0.0425 0.20
H 0.25997 -3.91702 4.61303 0.0598 -0.0130 0.0541 0.44
H -1.11136 -3.52404 3.53406 -0.0483 -0.0609 0.0400 0.27
H 1.91694 -0.86229 3.79417 0.0589 -0.0160 -0.0310 0.35
H 0.69910 1.56429 3.11048 0.0955 0.0207 0.0978 0.25
H 1.39435 2.41535 1.91289 0.6055 0.0532 0.0889 0.34
H 2.82482 0.60816 0.52574 -0.0363 0.5835 -0.3723 0.24
C 0.38999 2.18829 -3.23113 -0.3181 0.0229 0.0106 -0.45
C 1.45207 1.69865 -4.00535 0.2573 0.2831 0.1221 0.59
C 2.79050 2.49051 -3.88908 0.1228 0.2758 0.1969 0.59
O 3.79951 2.07847 -4.48325 -0.1159 -0.1840 -0.1293 -0.78
C 2.80081 3.66897 -3.09221 0.2555 -0.0947 -0.1639 -1.01
C 1.73447 4.15860 -2.32550 -0.2516 0.0076 0.1170 0.49
C 0.43164 3.31135 -2.37258 0.0038 -0.4443 -0.0005 0.84
O -0.53340 3.59692 -1.63440 0.0128 0.2366 0.2269 -0.83
O 1.74805 5.18194 -1.61085 0.0794 -0.0827 -0.0495 -0.81
O 1.40676 0.69471 -4.74501 -0.0773 -0.1550 0.0138 -0.89
H -0.56195 1.66840 -3.26162 0.2584 0.1917 -0.2170 0.09
H 3.74387 4.21053 -3.08741 -0.0501 0.0558 0.1047 0.32
```
Positions in Å, forces in eV/Å.

Calculated values
Maximum force = 0.0215 hartree/bohr
Electronic energy = -58139.153 eV
HOMO level = -0.0172 Ha
Charge = -2


5.
Entry from OMol25: a molecular structure, C9H28NNbO5PS in a non-equilibrium geometry (ωB97M-V with the def2-TZVPD basis set).

```
46
Properties=species:S:1:pos:R:3:forces:R:3:mulliken_charge:R:1
C -2.08894 5.18374 -2.05782 0.1992 -0.2815 -0.2197 -0.83
C -1.49778 4.55112 -3.40851 -0.7015 0.2411 1.2813 -0.48
S 0.27997 4.03357 -3.21594 -0.6947 -0.2657 -0.1314 -0.10
C 0.35957 2.86988 -1.78196 0.0547 0.9038 1.1770 -0.61
Nb 1.93586 1.20884 -2.12632 -2.1283 -0.2741 0.8641 -0.86
C 0.45370 -0.36959 -1.38738 -0.5016 -0.7017 0.0008 -0.95
C 0.62856 -1.82286 -2.00175 -0.4174 1.1364 0.4184 0.17
O 1.96896 -2.29193 -1.66919 -0.9392 -0.1231 -1.0079 -0.51
C 0.42334 -1.91026 -3.55814 -0.2696 -1.8724 -0.1995 -0.61
N -1.02381 -1.84440 -3.95331 0.4807 -0.0340 0.0658 -0.63
H -1.21612 5.45420 -1.39891 -1.0054 -0.0069 -0.6259 0.23
H -2.72802 6.09074 -2.28963 0.7554 -0.9729 0.3670 0.30
H -2.71812 4.44523 -1.48225 0.6392 0.7195 -0.6550 0.23
H -1.55975 5.35502 -4.19154 0.3575 -1.0144 0.4977 0.28
H -2.12942 3.66723 -3.69834 0.6535 0.8754 0.0436 0.28
H -0.61938 2.38079 -1.51547 0.7751 0.4432 -0.5873 0.32
H 0.66135 3.48367 -0.87928 -0.4876 -0.6013 -0.8828 0.32
H 1.41872 0.96247 -3.85495 0.3367 -0.0240 -0.6299 0.08
H 3.05391 2.51602 -2.70459 0.2089 0.2596 -0.3357 0.02
H 2.49591 1.54922 -0.39725 0.5087 0.1514 0.0748 0.02
H 3.27997 -0.00732 -2.23787 0.5401 0.0942 0.1129 0.02
H -0.61597 0.01150 -1.44723 1.0853 -0.6497 -0.1629 0.39
H 0.65591 -0.47739 -0.27253 -0.1123 0.2454 -1.1670 0.28
H -0.10107 -2.50246 -1.46237 0.6800 0.3266 -0.8761 0.19
H 2.44861 -2.17961 -2.50882 0.2258 0.0367 0.7130 0.32
H 0.76503 -2.95757 -3.86205 0.1365 1.0664 0.4807 0.33
H 1.05063 -1.19938 -4.15687 -0.7529 -0.2367 0.8979 0.31
H -1.10040 -1.79210 -4.97413 0.1320 0.0814 0.5124 0.24
H -1.45479 -2.74012 -3.69431 0.1973 0.5407 -0.0769 0.23
C 0.50581 0.03860 5.92420 0.0337 0.3116 0.2566 -0.67
O 0.30407 -1.32614 5.56664 2.2361 -0.2273 -2.3297 -0.34
P -0.22920 -1.60694 3.96416 -8.7006 -1.0913 1.7502 1.12
O -1.49428 -0.76852 4.07802 1.8573 0.0967 -0.3262 -0.66
O -0.51610 -3.17787 4.32248 0.8196 0.3378 -0.5971 -0.36
C -1.47570 -3.48147 5.32227 0.0813 -0.1418 0.6115 -0.65
O -0.44725 -1.92567 2.29565 3.3109 0.8596 1.5253 -0.24
C 0.73044 -2.37552 1.60656 0.3082 -0.2948 -0.2723 -0.31
H 1.19194 0.07425 6.77215 0.0348 -0.1345 -0.1033 0.24
H 0.93744 0.60086 5.09594 -0.0829 0.1395 0.1427 0.33
H -0.44336 0.48574 6.22190 -0.0077 -0.0279 -0.2028 0.26
H -2.19088 -2.67146 5.47209 0.1287 0.0962 -0.1333 0.33
H -0.96380 -3.69144 6.26389 -0.0816 0.0215 0.0284 0.23
H -2.02097 -4.37461 5.01338 0.1386 0.0361 -0.1379 0.24
H 1.10981 -3.29694 2.05955 -0.0146 0.0044 -0.0546 0.33
H 1.49952 -1.60100 1.64248 0.0344 -0.1183 -0.2392 0.40
H 0.47611 -2.57012 0.56734 -0.0523 0.0688 0.1321 -0.24
```
Positions in Å, forces in eV/Å.

Calculated values
Maximum force = 0.1739 hartree/bohr
Electronic energy = -43180.703 eV
HOMO level = -0.1616 Ha
Charge = -1


6.
Entry from OMol25: a single C17H17ClN4O2S molecule (ωB97M-V with the def2-TZVPD basis set).

```
42
Properties=species:S:1:pos:R:3:forces:R:3:mulliken_charge:R:1
C 4.28470 1.17509 -4.75073 0.0753 0.0988 -0.0762 -0.75
C 3.84416 0.73443 -3.58863 -0.0986 -0.2144 0.1340 0.10
C 3.59027 -0.71525 -3.28925 0.3712 0.0117 -0.0415 -0.87
N 2.19295 -0.95084 -2.99442 -0.5380 0.1057 0.3272 -0.06
C 1.32392 -1.44927 -3.89449 -0.0096 0.0474 0.1482 0.35
S 1.76638 -2.11834 -5.33698 0.1076 -0.3021 -0.6127 -0.46
N -0.00532 -1.35350 -3.60962 -0.6307 -0.1368 0.2411 -0.61
N -0.49462 -1.00015 -2.35608 0.6033 0.2805 -0.0337 0.02
C -1.58351 -1.62571 -1.85144 0.3704 -0.0627 -0.1898 0.15
O -2.09979 -2.59025 -2.38822 -0.1017 -0.0697 -0.0488 -0.73
C -2.09317 -1.04240 -0.57745 -0.3868 -0.1682 0.1778 -0.24
C -3.15121 -1.67483 0.02235 0.3982 0.2425 -0.2205 -0.38
C -3.69827 -1.18679 1.21676 0.0071 0.2229 0.2348 -0.85
C -3.15665 -0.06178 1.75824 -0.3985 -0.4523 -0.0429 -0.11
N -2.12231 0.58036 1.17839 -0.0758 -0.0680 -0.1778 0.12
C -1.58312 1.76771 1.83043 0.3487 0.4223 0.1365 -1.40
C -0.90457 1.40402 3.12455 -0.0615 0.0620 0.0340 0.46
C -1.38566 1.86315 4.34262 0.0820 -0.0284 -0.1663 -0.31
C -0.76560 1.50506 5.52665 0.1330 -0.0934 0.1292 -0.69
C 0.34070 0.67161 5.48992 -0.1705 0.1192 -0.1697 0.38
Cl 1.11602 0.21618 6.96398 0.0853 -0.0514 0.1579 -0.21
C 0.83294 0.20096 4.28144 0.0030 -0.0056 0.0551 -0.82
C 0.20855 0.57089 3.10602 -0.0497 0.0648 0.0542 -0.08
C -1.51308 0.13944 0.01096 -0.0814 -0.1248 -0.0867 1.65
O -0.54846 0.76751 -0.43642 0.2649 0.1775 -0.0374 -0.85
H 4.44709 2.22265 -4.94030 0.0092 0.2105 0.0222 0.26
H 4.50167 0.50009 -5.56148 0.0137 -0.1986 -0.1466 0.25
H 3.61624 1.42159 -2.78290 0.0063 0.1858 0.0486 0.26
H 3.84843 -1.33320 -4.15126 0.0236 0.0396 0.1974 0.43
H 4.18220 -1.03250 -2.42336 -0.0473 -0.0294 -0.1118 0.25
H 1.82515 -0.50272 -2.16756 -0.0043 -0.1366 -0.0336 0.10
H -0.62939 -1.97514 -4.11669 0.2151 0.1751 0.0611 0.33
H -0.23590 -0.09283 -1.95706 -0.2316 -0.1724 -0.1337 0.55
H -3.54831 -2.55908 -0.45421 -0.0033 -0.0637 -0.0771 0.51
H -4.52536 -1.68286 1.69411 -0.0717 0.0088 0.0956 0.42
H -3.52282 0.37200 2.67711 0.0145 0.0412 0.0529 0.38
H -0.86232 2.20268 1.13118 -0.2626 -0.0329 0.1501 0.34
H -2.39461 2.47865 2.00381 0.0598 -0.0706 -0.0479 0.48
H -2.24658 2.51529 4.37257 -0.1020 0.0687 -0.0087 0.37
H -1.13790 1.86733 6.47164 -0.0110 0.0137 0.1062 0.41
H 1.69677 -0.44427 4.26503 0.0842 -0.0586 0.0267 0.42
H 0.59039 0.21500 2.16080 0.0601 -0.0580 -0.1272 0.43
```
Positions in Å, forces in eV/Å.

Calculated values
Maximum force = 0.0134 hartree/bohr
Energy above the lowest of the compared OMol25 structures with the same formula, charge and spin = 93.9 kJ/mol
Electronic energy = -51318.001 eV
HOMO level = -0.2929 Ha
Charge = 0